# 1
{"formula": "C12H21Cl6Mg2O6", "method": "wB97M-V/def2-TZVPD", "elements": ["Mg", "Mg", "C", "C", "O", "O", "H", "H", "H", "C", "C", "O", "O", "H", "H", "H", "C", "C", "O", "O", "H", "H", "H", "Cl", "C", "C", "Cl", "H", "H", "H", "H", "Cl", "C", "C", "Cl", "H", "H", "H", "H", "Cl", "C", "C", "Cl", "H", "H", "H", "H"], "positions_angstrom": [[2.236, 16.245, -3.873], [2.294, 18.558, -6.481], [-1.113, 18.923, -3.795], [0.300, 18.376, -4.098], [0.911, 18.816, -5.072], [0.766, 17.408, -3.443], [-1.418, 18.573, -2.809], [-1.770, 18.456, -4.529], [-1.271, 19.997, -3.893], [5.488, 18.993, -3.367], [4.326, 18.339, -4.045], [3.823, 17.321, -3.477], [3.881, 18.722, -5.171], [6.417, 18.674, -3.841], [5.460, 18.553, -2.370], [5.559, 20.080, -3.317], [1.964, 14.480, -7.272], [2.173, 15.162, -5.931], [2.271, 14.547, -4.876], [2.259, 16.385, -5.828], [2.903, 14.281, -7.790], [1.267, 15.112, -7.822], [1.560, 13.482, -7.104], [7.512, 17.038, -1.005], [6.694, 15.789, -1.998], [7.740, 14.793, -2.635], [8.800, 15.625, -3.711], [6.075, 16.257, -2.763], [6.009, 15.384, -1.252], [7.334, 13.971, -3.225], [8.191, 14.220, -1.825], [11.165, 19.545, -0.915], [9.707, 19.836, -1.884], [9.659, 19.037, -3.131], [11.009, 19.523, -4.178], [9.605, 20.895, -2.124], [8.904, 19.601, -1.185], [8.760, 19.274, -3.700], [9.561, 17.953, -3.071], [5.028, 22.466, -1.969], [4.630, 21.978, -0.280], [5.001, 20.508, 0.057], [4.707, 20.127, 1.774], [3.562, 22.090, -0.090], [5.182, 22.705, 0.316], [6.038, 20.275, -0.185], [4.368, 19.832, -0.517]], "e_above_lowest_kcal_mol": 0.0, "orbital_gap_ev": [4.980, 10.168], "energy_ha": -4082.86656, "homo_ev": [-5.237, -10.445], "spin_multiplicity": 2, "s_squared": 0.750, "charge": 0, "lumo_energy_ev": [-0.3, -0.3]}

***

# 2
{"formula": "C12H21F6LiN3P", "method": "wB97M-V/def2-TZVPD", "elements": ["Li", "P", "F", "F", "F", "F", "F", "F", "C", "C", "C", "C", "N", "H", "H", "H", "H", "H", "H", "H", "C", "C", "C", "C", "N", "H", "H", "H", "H", "H", "H", "H", "C", "C", "C", "C", "N", "H", "H", "H", "H", "H", "H", "H"], "positions_angstrom": [[13.976, -12.550, 5.101], [11.670, -11.256, 4.261], [10.932, -11.456, 2.812], [11.691, -9.712, 4.024], [10.243, -11.075, 5.067], [12.447, -11.145, 5.687], [11.618, -12.879, 4.495], [13.204, -11.398, 3.709], [15.343, -13.348, 10.982], [16.057, -12.147, 10.478], [15.395, -11.420, 9.351], [14.972, -12.102, 8.072], [14.654, -12.655, 7.134], [15.147, -14.056, 10.177], [14.305, -13.124, 11.226], [15.920, -13.818, 11.779], [17.046, -12.373, 10.078], [16.245, -11.504, 11.338], [16.135, -10.695, 9.011], [14.457, -10.979, 9.690], [17.689, -10.127, 1.797], [18.300, -9.770, 3.171], [18.326, -11.004, 4.098], [17.024, -11.607, 4.359], [15.950, -12.001, 4.431], [18.224, -10.815, 1.142], [17.716, -9.263, 1.134], [16.646, -10.432, 1.884], [17.750, -8.929, 3.592], [19.350, -9.478, 3.143], [18.859, -10.722, 5.007], [18.933, -11.760, 3.600], [13.990, -18.644, 5.103], [13.844, -17.938, 6.463], [14.714, -16.636, 6.703], [14.380, -15.541, 5.761], [14.187, -14.677, 4.994], [13.430, -19.559, 5.295], [15.035, -18.841, 4.863], [13.516, -18.076, 4.303], [14.217, -18.671, 7.178], [12.814, -17.741, 6.758], [15.787, -16.795, 6.599], [14.570, -16.258, 7.715]], "e_above_lowest_kcal_mol": 0.0, "orbital_gap_ev": [12.063, 2.713], "energy_ha": -1582.03915, "homo_ev": [-14.360, -14.321], "spin_multiplicity": 2, "s_squared": 0.754, "charge": 1, "lumo_energy_ev": [-2.3, -11.6]}

***

# 3
{"formula": "C12H21FeO3P", "method": "wB97M-V/def2-TZVPD", "elements": ["O", "C", "Fe", "C", "C", "O", "O", "C", "C", "C", "P", "C", "C", "C", "C", "C", "C", "H", "H", "H", "H", "H", "H", "H", "H", "H", "H", "H", "H", "H", "H", "H", "H", "H", "H", "H", "H", "H"], "positions_angstrom": [[2.434, -2.031, -1.049], [1.703, -1.272, -0.547], [0.439, -0.165, 0.069], [-0.870, -1.031, 0.852], [-0.362, 0.792, -1.174], [-1.821, -1.484, 1.360], [-1.002, 1.459, -1.886], [3.852, 0.791, 0.860], [2.895, 1.173, 1.998], [3.450, 2.411, 2.707], [1.094, 1.278, 1.493], [0.133, 1.049, 3.087], [0.824, 1.528, 4.369], [-1.307, 1.560, 3.007], [0.840, 3.006, 0.811], [0.877, 4.144, 1.839], [1.779, 3.273, -0.382], [3.902, 1.587, 0.104], [3.577, -0.136, 0.345], [4.862, 0.642, 1.271], [2.855, 0.345, 2.722], [3.652, 3.236, 2.009], [2.800, 2.784, 3.503], [4.408, 2.132, 3.176], [0.080, -0.052, 3.145], [0.867, 2.624, 4.427], [0.225, 1.178, 5.223], [1.835, 1.124, 4.483], [-1.850, 1.149, 2.147], [-1.837, 1.223, 3.911], [-1.354, 2.656, 2.962], [-0.193, 2.947, 0.423], [1.892, 4.330, 2.202], [0.521, 5.059, 1.345], [0.238, 3.972, 2.710], [1.740, 2.465, -1.127], [1.445, 4.184, -0.899], [2.822, 3.412, -0.069]], "orbital_gap_ev": [9.799, 6.446], "energy_ha": -2299.87550, "homo_ev": [-17.802, -17.862], "spin_multiplicity": 5, "s_squared": 6.036, "charge": 2, "lumo_energy_ev": [-8.0, -11.4]}

***

# 4
{"formula": "C12H21N2O8Pt", "method": "wB97M-V/def2-TZVPD", "elements": ["Pt", "O", "C", "C", "N", "C", "C", "O", "O", "C", "C", "O", "O", "H", "H", "H", "H", "H", "H", "H", "H", "H", "C", "C", "O", "O", "H", "H", "H", "C", "N", "C", "C", "C", "O", "H", "H", "H", "H", "H", "H", "H", "H", "H"], "positions_angstrom": [[0.460, 0.447, 0.913], [0.745, -1.650, 0.139], [-0.067, -2.140, -0.921], [-1.397, -2.618, -0.352], [-2.232, -1.519, 0.097], [-2.631, -1.473, 1.473], [-1.416, -1.443, 2.511], [-1.362, -2.339, 3.308], [-0.659, -0.397, 2.428], [-2.778, -0.653, -0.824], [-2.128, 0.945, -0.796], [-2.375, 1.514, -1.816], [-1.601, 1.227, 0.304], [1.712, -1.429, -0.209], [0.438, -2.989, -1.386], [-0.230, -1.373, -1.687], [-1.196, -3.269, 0.498], [-1.923, -3.187, -1.122], [-3.177, -2.377, 1.748], [-3.234, -0.588, 1.666], [-3.817, -0.399, -0.607], [-2.640, -0.986, -1.848], [4.781, 0.008, 0.256], [3.297, -0.266, 0.272], [2.837, -1.219, -0.381], [2.596, 0.514, 1.020], [5.247, -0.591, -0.519], [5.188, -0.273, 1.228], [4.972, 1.067, 0.095], [1.791, 3.969, -2.108], [1.474, 4.189, -0.695], [1.672, 5.522, -0.125], [1.026, 3.168, 0.008], [0.598, 3.351, 1.439], [0.921, 2.036, -0.554], [2.412, 4.779, -2.473], [0.877, 3.925, -2.702], [2.320, 3.026, -2.228], [2.086, 6.170, -0.889], [2.377, 5.494, 0.705], [0.736, 5.966, 0.214], [0.796, 4.337, 1.843], [1.125, 2.624, 2.073], [-0.479, 3.165, 1.486]], "e_above_lowest_kcal_mol": 11.0, "orbital_gap_ev": [10.299, 6.242], "energy_ha": -1300.22826, "homo_ev": [-12.541, -12.930], "spin_multiplicity": 5, "s_squared": 6.018, "charge": 1, "lumo_energy_ev": [-2.2, -6.7]}

***

# 5
{"formula": "C12H22AlGeNO4", "method": "wB97M-V/def2-TZVPD", "elements": ["Al", "O", "C", "O", "C", "O", "O", "C", "C", "C", "C", "Ge", "C", "C", "C", "C", "H", "H", "H", "H", "H", "H", "H", "H", "H", "H", "H", "H", "H", "H", "H", "H", "H", "H", "H", "C", "C", "N", "H", "H", "H"], "positions_angstrom": [[0.528, -1.654, -1.692], [3.294, -2.440, 0.722], [2.311, -2.414, 0.106], [2.040, -1.290, -0.827], [1.099, -3.398, 0.119], [1.057, -4.296, 0.876], [0.141, -3.024, -0.757], [0.208, 0.076, 4.771], [1.307, 1.013, 4.286], [1.242, 1.308, 2.789], [1.444, 0.031, 1.945], [1.484, 0.422, 0.068], [-0.227, 0.364, -0.955], [-1.161, 1.544, -0.487], [-2.466, 1.574, -1.270], [-3.366, 2.715, -0.810], [0.235, -0.015, 5.855], [0.315, -0.934, 4.370], [-0.781, 0.452, 4.499], [2.292, 0.601, 4.524], [1.239, 1.964, 4.815], [2.010, 2.040, 2.528], [0.272, 1.760, 2.555], [0.663, -0.708, 2.135], [2.412, -0.426, 2.181], [2.420, 1.418, -0.591], [-0.900, -0.511, -0.768], [-0.081, 0.544, -2.036], [-0.612, 2.480, -0.618], [-1.354, 1.429, 0.582], [-2.987, 0.619, -1.144], [-2.246, 1.682, -2.337], [-3.621, 2.612, 0.245], [-4.295, 2.724, -1.376], [-2.879, 3.681, -0.951], [-0.248, -2.056, -6.044], [-0.028, -1.863, -4.636], [0.146, -1.708, -3.511], [-0.240, -1.083, -6.542], [-1.215, -2.545, -6.184], [0.551, -2.689, -6.438]], "e_above_lowest_kcal_mol": 1.4, "orbital_gap_ev": 9.325, "energy_ha": -3145.00958, "homo_ev": -16.753, "charge": 2, "lumo_energy_ev": -7.4}

***

# 6
{"formula": "C12H22AsLiNO", "method": "wB97M-V/def2-TZVPD", "elements": ["Li", "O", "C", "C", "C", "C", "C", "C", "N", "H", "H", "H", "H", "H", "H", "H", "C", "C", "As", "C", "C", "C", "C", "H", "H", "H", "H", "H", "H", "H", "H", "H", "H", "H", "H", "H", "H", "H"], "positions_angstrom": [[-2.026, -0.337, 0.267], [-2.500, -1.844, -0.836], [-1.952, -3.089, -0.393], [-1.338, -2.914, 1.027], [-0.933, -4.033, 1.791], [-0.376, -3.753, 3.027], [-0.346, -2.457, 3.496], [-0.738, -1.397, 2.670], [-1.256, -1.644, 1.446], [-2.752, -1.856, -1.756], [-1.265, -3.485, -1.147], [-2.786, -3.782, -0.305], [-1.089, -5.019, 1.422], [-0.068, -4.525, 3.731], [0.020, -2.250, 4.514], [-0.753, -0.350, 3.042], [1.774, 0.849, 1.300], [1.648, 0.752, -0.188], [-0.200, 1.275, -0.711], [-0.109, 0.928, -2.648], [0.914, 1.753, -3.443], [-0.111, 3.217, -0.592], [1.254, 3.947, -0.545], [2.768, 0.922, 1.708], [1.211, -0.036, 1.669], [1.196, 1.708, 1.697], [1.840, -0.324, -0.409], [2.347, 1.439, -0.722], [-1.157, 0.993, -2.990], [0.041, -0.135, -2.732], [0.816, 2.827, -3.281], [0.743, 1.579, -4.509], [1.868, 1.393, -3.158], [-0.671, 3.486, 0.288], [-0.816, 3.545, -1.340], [1.654, 3.815, 0.483], [1.093, 5.077, -0.677], [2.057, 3.728, -1.198]], "orbital_gap_ev": 9.373, "energy_ha": -2843.56035, "homo_ev": -12.071, "charge": 1, "lumo_energy_ev": -2.7}